i:
Computed, not measured: a cluster of 2 separate species, C6H17NO in total, with ωB97M-V/def2-TZVPD.

## Properties
lowest unoccupied orbital energy = 0.030 Ha
orbital gap = 0.344 Ha
charge = 0
SMILES string = CCCN(C)CC.O

CARTESIAN COORDINATES (ANGSTROEM)
H: 0.15 -1.31 0.48
H: -2.28 -1.94 1.19
C: 0.60 1.74 -0.44
H: 1.62 -0.34 -0.49
H: 1.11 2.86 -0.43
C: 1.84 0.85 -0.74
H: -2.86 -2.05 -0.37
H: 2.50 0.99 0.11
H: -1.44 -3.10 -0.04
H: 0.37 1.74 2.84
C: -1.97 -2.08 0.15
H: -2.04 0.93 0.67
H: -0.71 -0.61 -1.09
O: 1.46 -3.50 -2.63
N: 0.18 1.23 0.87
H: -1.17 -0.05 1.98
H: 2.12 1.11 -1.65
H: 1.09 -2.74 -2.07
H: 1.05 3.20 1.54
H: -0.19 1.55 -1.20
C: 0.13 2.43 1.87
C: -1.06 0.40 0.86
H: -0.74 2.92 2.01
C: -0.81 -0.93 0.05
H: 1.05 -3.29 -3.47

=====

ii:
Computed, not measured: a cluster of 2 separate species, C6H17NO in total, with ωB97M-V/def2-TZVPD.

## Properties
lowest unoccupied orbital energy = 0.030 Ha
orbital gap = 0.348 Ha
charge = 0
SMILES string = CCCN(C)CC.O

CARTESIAN COORDINATES (ANGSTROEM)
H: -1.12 0.01 -0.61
H: -2.95 -0.29 -0.96
C: -0.28 -0.44 0.03
C: 1.96 -1.27 -0.08
C: 1.91 1.93 0.03
O: -3.19 -1.07 -1.47
H: 2.30 0.86 -1.77
H: -2.74 0.34 1.20
H: 2.39 -0.94 0.85
H: 2.84 2.34 -0.47
H: 1.24 2.66 0.08
H: 2.33 1.43 0.97
H: -0.69 -1.41 0.18
C: -1.85 0.12 1.92
H: -2.03 -0.93 2.24
H: 0.55 1.52 -1.62
H: -0.05 1.09 1.30
H: 0.39 -0.29 2.21
H: -1.96 0.71 2.84
N: 0.93 -0.43 -0.76
H: -2.47 -0.92 -2.25
C: 1.38 1.02 -1.08
H: 2.93 -1.29 -0.71
H: 1.56 -2.33 0.11
C: -0.38 0.14 1.42

=====

iii:
Computed, not measured: a cluster of 2 separate species, C6H17NO in total, with ωB97M-V/def2-TZVPD.

## Properties
lowest unoccupied orbital energy = 0.034 Ha
orbital gap = 0.349 Ha
charge = 0
SMILES string = CCCNCCC.O

CARTESIAN COORDINATES (ANGSTROEM)
N: -0.39 0.18 -0.16
H: 2.16 -1.09 1.43
H: -2.99 -0.49 0.07
C: 2.81 -0.27 1.13
H: 1.40 1.39 1.03
H: 3.72 -0.48 0.60
C: 1.92 0.76 0.34
C: -0.99 1.47 -0.60
H: -2.32 1.44 1.02
H: -0.37 2.28 -0.24
H: 2.54 1.37 -0.33
H: -2.90 2.53 -0.17
C: 0.97 0.01 -0.61
H: -0.97 1.45 -1.71
C: -3.30 0.37 -0.53
H: 1.14 0.22 -1.70
H: -4.35 0.53 -0.31
H: 0.99 -4.58 0.91
H: -1.03 -0.57 -0.40
H: 1.22 -1.05 -0.63
C: -2.43 1.54 -0.07
H: 3.06 0.30 2.04
H: 2.05 -3.52 0.34
H: -3.20 0.22 -1.61
O: 1.26 -4.03 0.17

=====

iv:
Computed, not measured: a cluster of 2 separate species, C6H17NO in total, with ωB97M-V/def2-TZVPD.

## Properties
lowest unoccupied orbital energy = 0.026 Ha
orbital gap = 0.359 Ha
charge = 0
SMILES string = CCCCCCN.O

CARTESIAN COORDINATES (ANGSTROEM)
C: 1.50 -2.76 -0.19
H: 1.54 -1.35 -1.90
H: -1.15 -0.96 -0.84
H: -0.99 2.17 -1.32
H: 0.25 -2.54 -1.85
C: -0.09 -0.80 -0.61
H: 2.46 -0.98 0.53
O: -3.76 4.11 2.23
H: -0.06 -0.91 0.48
H: -2.10 0.62 0.25
C: -0.51 1.79 -0.42
H: -2.10 2.14 0.83
H: 2.17 -3.45 -0.69
H: 0.75 -3.43 0.22
C: 2.32 -2.01 0.86
H: -3.11 4.77 1.94
N: -1.49 1.36 0.58
H: 3.34 -2.39 0.91
H: 1.89 -1.99 1.85
H: 1.39 0.78 -0.34
C: 0.84 -1.87 -1.25
H: 0.52 0.73 -1.92
H: -4.17 3.85 1.40
H: 0.12 2.50 0.10
C: 0.45 0.61 -0.86

=====

Here is how they stack up, most stable first: iv, iii, ii, i.

=====

i:
Computed, not measured: the ion C5H15N2 with charge +1, with ωB97M-V/def2-TZVPD.

## Properties
lowest unoccupied orbital energy = -0.110 Ha
orbital gap = 0.373 Ha
charge = +1
SMILES string = CCNCC[NH2+]C

CARTESIAN COORDINATES (ANGSTROEM)
C: 1.28 -0.24 -2.99
H: -0.46 0.63 -1.37
H: -0.81 2.72 1.96
C: 1.24 -0.59 -1.51
H: 1.39 -1.69 -1.35
C: -0.71 -0.91 0.06
H: -0.49 -1.94 -0.14
H: 0.32 -1.49 1.75
H: 0.51 0.66 2.47
H: 2.11 -0.14 -0.98
H: -1.77 -0.75 0.06
C: -0.50 -0.82 1.57
H: 2.25 -0.33 -3.45
H: 1.07 0.79 -3.29
H: -2.17 1.39 1.46
C: -1.29 1.68 2.17
N: 0.03 -0.07 -0.77
H: -1.37 -1.05 2.17
H: -1.47 1.55 3.23
N: -0.20 0.71 1.72
H: 0.85 -1.01 -3.58
H: 0.18 0.91 0.82

=====

ii:
Computed, not measured: the ion C5H15N2 with charge +1, with ωB97M-V/def2-TZVPD.

## Properties
lowest unoccupied orbital energy = -0.132 Ha
orbital gap = 0.343 Ha
charge = +1
SMILES string = CC[C@@H]([NH3+])CNC

CARTESIAN COORDINATES (ANGSTROEM)
C: 0.43 0.48 0.02
C: -1.03 0.80 0.24
H: -1.50 -0.10 0.64
H: 1.38 2.32 -0.49
H: -0.57 -3.32 -0.46
H: -1.13 1.68 -1.77
H: 1.98 -0.96 0.57
H: 0.77 0.33 -1.00
C: 0.97 -0.67 0.89
H: -2.50 1.99 -0.72
H: -0.59 -1.72 -1.14
H: 1.03 2.30 1.11
H: 0.44 -2.49 1.49
H: 0.96 -2.59 -0.96
H: -2.37 0.38 -1.44
N: 0.08 -1.80 0.84
H: -1.14 1.61 0.96
C: -0.01 -2.38 -0.49
N: 1.31 1.71 0.33
H: 2.28 1.44 0.54
H: 1.03 -0.25 1.90
C: -1.81 1.22 -1.06

=====

Here is how they stack up, most stable first: ii, i.

=====

i:
Computed, not measured: a cluster of 2 separate species, C5H15N2 in total, with ωB97M-V/def2-TZVPD.

## Properties
lowest unoccupied orbital energy = -0.300 Ha
orbital gap = 0.207 Ha
charge = +1

CARTESIAN COORDINATES (ANGSTROEM)
H: 3.51 0.46 2.01
H: -2.98 1.63 -0.41
H: 2.87 1.95 1.26
N: 0.53 -0.63 -0.41
H: 2.34 -1.42 -1.03
N: -1.56 -1.08 1.11
H: -0.43 0.88 -1.39
H: 2.26 0.34 0.73
H: 0.95 -1.77 -2.04
H: -3.62 0.64 0.85
H: 3.87 0.86 0.31
C: -1.61 0.17 0.38
H: -3.45 -0.05 -0.77
H: -1.11 -0.75 -1.52
H: -0.68 -1.19 1.60
H: 1.62 -0.19 -2.16
C: 3.11 0.91 1.10
C: -0.67 -0.03 -0.83
C: -2.99 0.61 -0.04
H: -1.06 0.94 0.95
C: 1.43 -1.00 -1.42
H: -2.35 -1.27 1.71

=====

ii:
Computed, not measured: a cluster of 2 separate species, C5H15N2 in total, with ωB97M-V/def2-TZVPD.

## Properties
lowest unoccupied orbital energy = -0.296 Ha
orbital gap = 0.184 Ha
charge = +1

CARTESIAN COORDINATES (ANGSTROEM)
C: 1.34 0.03 0.81
H: 0.62 2.06 0.87
H: -0.37 -0.13 -0.60
N: -1.22 0.39 -0.79
C: 1.56 1.58 0.64
H: -2.76 -1.31 1.59
H: 1.79 1.82 -0.40
N: 1.13 -0.71 -0.37
C: 2.31 -0.90 -1.09
H: -2.43 -1.74 -0.17
H: 3.25 -0.58 -0.63
H: 2.41 -1.97 -1.32
H: 2.19 -0.36 1.39
H: -1.82 0.86 1.19
C: -2.78 -1.00 0.54
H: -1.39 0.98 -1.59
C: -2.19 0.38 0.27
H: 2.36 2.00 1.25
H: -3.00 1.06 0.00
H: 2.24 -0.40 -2.07
H: -3.87 -1.01 0.41
H: 0.48 -0.01 1.47

=====

iii:
Computed, not measured: a cluster of 2 separate species, C5H15N2 in total, with ωB97M-V/def2-TZVPD.

## Properties
lowest unoccupied orbital energy = -0.107 Ha
orbital gap = 0.362 Ha
charge = +1

CARTESIAN COORDINATES (ANGSTROEM)
C: 0.39 2.62 0.48
C: -0.64 -1.38 -1.11
H: 1.24 -0.77 -1.64
C: 1.02 0.73 1.93
H: -0.91 -3.32 -0.38
H: 0.69 -3.09 -1.06
H: 0.38 3.21 1.42
H: -2.34 -0.37 -1.95
N: 0.17 1.20 0.82
H: 0.43 -2.37 0.43
H: 0.73 1.35 2.79
C: -0.08 -2.62 -0.49
N: 0.34 -0.33 -1.40
H: 2.07 0.91 1.72
H: -0.79 1.14 1.16
H: -2.70 -1.89 -0.96
H: 1.35 2.79 -0.03
H: 0.25 0.56 -0.07
H: -0.45 2.91 -0.15
C: -1.97 -1.20 -1.35
H: 0.75 -0.32 2.05
H: 0.07 0.24 -2.21

=====

iv:
Computed, not measured: the ion C5H15N2 with charge +1, with ωB97M-V/def2-TZVPD.

## Properties
lowest unoccupied orbital energy = -0.099 Ha
orbital gap = 0.434 Ha
charge = +1
SMILES string = CCC[NH2+]CCN

CARTESIAN COORDINATES (ANGSTROEM)
H: 0.32 -2.29 0.98
C: -0.26 1.39 -2.39
C: -1.32 0.50 -1.72
H: 0.53 1.35 2.96
H: 1.02 0.03 -0.42
H: -1.88 0.99 -0.92
H: -0.08 -1.29 -1.92
H: -0.77 -0.51 2.34
H: 1.89 -1.35 0.90
C: 0.33 -0.67 2.36
H: -0.12 0.42 0.64
N: 0.86 0.69 2.31
H: 0.35 1.96 -1.65
H: -1.41 -1.42 -0.66
C: 0.81 -1.36 1.08
H: 0.53 -1.34 3.29
N: 0.27 -0.41 0.00
H: -0.77 2.12 -2.98
H: -1.91 0.23 -2.61
H: 0.42 0.89 -3.11
C: -0.65 -0.76 -1.11
H: 1.84 0.80 2.62

=====

Here is how they stack up, most stable first: iii, iv, i, ii.

=====

i:
Computed, not measured: the ion C5H15N2 with charge +1, with ωB97M-V/def2-TZVPD.

## Properties
lowest unoccupied orbital energy = -0.134 Ha
orbital gap = 0.315 Ha
charge = +1
SMILES string = NCCCCC[NH3+]

CARTESIAN COORDINATES (ANGSTROEM)
H: 0.51 1.06 2.46
C: -1.44 -1.49 -0.96
C: 1.53 0.92 0.04
H: 2.33 0.61 0.75
H: -2.14 -1.69 -0.12
H: -0.61 -3.22 -1.78
H: 2.06 0.95 -0.96
H: 0.97 -1.24 0.09
H: -0.08 -0.55 1.04
H: -0.31 -3.27 -0.17
C: 0.70 2.08 0.53
C: -0.62 -0.20 -0.94
H: -0.25 2.53 2.43
H: -1.25 0.65 -0.86
H: -2.05 -1.52 -1.90
H: 1.41 2.85 0.91
H: -0.99 1.21 1.59
N: -0.07 1.66 1.82
C: 0.48 -0.26 0.04
H: 0.01 2.46 -0.16
H: -0.14 -0.12 -1.88
N: -0.42 -2.66 -0.93

=====

ii:
Computed, not measured: the ion C5H15N2 with charge +1, with ωB97M-V/def2-TZVPD.

## Properties
lowest unoccupied orbital energy = -0.106 Ha
orbital gap = 0.429 Ha
charge = +1
SMILES string = CC(C)[NH2+]CCN

CARTESIAN COORDINATES (ANGSTROEM)
H: -0.55 1.31 -1.05
H: 0.88 2.72 0.39
H: 1.47 2.22 -1.26
H: 0.76 0.76 2.25
H: 2.30 0.05 1.90
N: -1.72 -0.85 0.73
H: 0.35 -1.23 -1.51
H: -2.37 -1.87 -0.94
H: 0.90 -0.86 1.58
C: 1.56 1.99 -0.20
H: -0.95 -2.52 -0.17
C: 1.19 0.57 -0.01
H: 1.92 -0.03 -0.44
C: -1.47 -1.65 -0.44
H: -2.64 -0.33 0.69
N: -0.18 0.51 -0.51
H: -1.22 -0.48 -2.26
H: -0.65 0.24 0.57
C: 1.31 0.12 1.49
H: 2.61 1.95 0.13
C: -0.56 -0.75 -1.35
H: -1.71 -1.23 1.66

=====

Here is how they stack up, most stable first: ii, i.